(1)
Formula: C6H10
Source: OMol25
Level of theory: the ωB97M-V functional and the def2-TZVPD basis

The geometry in XYZ format:
```
16
Properties=species:S:1:pos:R:3:lowdin_charge:R:1
C -0.79 -1.59 -0.46 -0.068
C -0.85 -0.10 -0.72 -0.273
C -0.54 0.97 0.29 -0.253
C 0.45 0.60 1.38 -0.057
C 1.59 0.38 -0.25 0.003
C 0.34 0.80 -0.93 -0.277
H -1.69 -1.93 0.06 0.078
H 0.07 -1.86 0.16 0.062
H -0.70 -2.15 -1.40 0.078
H -1.69 0.19 -1.36 0.134
H -1.24 1.79 0.43 0.126
H 0.64 1.44 2.07 0.096
H 0.26 -0.30 1.96 0.083
H 1.86 -0.67 -0.22 0.060
H 1.89 0.93 0.75 0.086
H 0.39 1.49 -1.76 0.122
```

Output
Energy relative to the best compared isomer or geometry (same formula, charge and spin) in kJ/mol: 405.41
Net charge: 0
Molar mass in g/mol: 82.15
HOMO level in eV: -8.15
Strongest force on any atom in eV Å⁻¹: 4.323
Spin multiplicity: 1



(2)
Formula: C46H62BF4N3OP3PbSe2Te2
Source: OMol25
Level of theory: the ωB97M-V functional and the def2-TZVPD basis

The geometry in XYZ format:
```
125
Properties=species:S:1:pos:R:3:lowdin_charge:R:1
Pb -0.52 1.26 1.47 0.719
Se 2.03 1.01 3.19 -0.290
Te 1.56 2.64 5.03 0.060
Te -0.98 1.95 5.52 0.093
Se -1.96 2.72 3.34 -0.233
C -4.62 -1.31 5.99 -0.090
C -3.69 -2.33 5.93 -0.081
C -2.76 -2.37 4.90 -0.101
C -2.76 -1.39 3.91 -0.357
C -3.69 -0.35 4.00 -0.161
C -4.61 -0.31 5.03 -0.082
P -1.58 -1.36 2.52 1.030
C -0.11 -2.19 3.21 -0.370
C 0.38 -1.78 4.45 -0.161
C 1.55 -2.33 4.96 -0.093
C 2.25 -3.28 4.22 -0.086
C 1.79 -3.66 2.98 -0.087
C 0.61 -3.13 2.47 -0.083
C -2.15 -2.66 1.35 -0.316
C -2.45 -3.89 1.87 -0.094
C -2.41 -5.06 1.07 -0.080
C -1.93 -4.97 -0.21 -0.042
C -1.63 -3.71 -0.78 -0.178
C -1.06 -3.62 -2.08 -0.054
C -0.77 -2.40 -2.61 -0.083
C -1.19 -1.22 -1.94 -0.141
C -1.83 -1.25 -0.72 -0.264
C -1.88 -2.51 -0.05 -0.205
H -5.33 -1.27 6.80 0.098
H -3.67 -3.10 6.69 0.100
H -2.01 -3.15 4.88 0.103
H -3.64 0.47 3.28 0.018
H -5.31 0.52 5.09 0.105
H -0.13 -1.01 5.01 0.048
H 1.92 -1.99 5.91 0.108
H 3.17 -3.69 4.62 0.098
H 2.34 -4.39 2.39 0.093
H 0.25 -3.45 1.50 0.096
H -2.65 -4.00 2.93 0.091
H -2.66 -6.02 1.50 0.098
H -1.77 -5.86 -0.80 0.108
H -0.85 -4.54 -2.62 0.104
H -0.28 -2.31 -3.57 0.100
H -1.02 -0.28 -2.44 0.087
C -6.17 1.12 0.27 -0.142
N -5.33 2.32 -0.10 -0.098
C -5.20 2.40 -1.61 -0.116
N -4.71 1.18 -2.14 -0.140
C -5.55 0.07 -1.75 -0.173
N -5.65 -0.08 -0.30 -0.144
C -4.40 -0.58 0.29 -0.267
P -2.87 0.44 -0.13 0.842
C -3.96 2.12 0.47 -0.262
C -3.28 0.92 -1.90 -0.244
H -7.18 1.31 -0.11 0.131
H -6.18 1.06 1.35 0.136
H -5.78 3.17 0.24 0.173
H -4.53 3.23 -1.82 0.130
H -6.21 2.60 -2.00 0.133
H -5.15 -0.85 -2.17 0.136
H -6.56 0.23 -2.15 0.126
H -4.27 -1.60 -0.06 0.086
H -4.53 -0.62 1.37 0.072
H -3.36 2.98 0.19 0.057
H -4.07 2.09 1.56 0.014
H -3.01 0.12 -2.58 0.076
H -2.71 1.80 -2.17 0.086
O 0.88 0.61 -1.27 -0.369
P 2.37 0.76 -1.22 0.773
C 3.05 0.98 -2.90 -0.341
C 2.35 2.19 -3.56 -0.175
C 2.30 2.07 -5.10 -0.193
C 3.55 1.36 -5.61 -0.208
C 3.58 -0.10 -5.12 -0.189
C 2.87 -0.27 -3.77 -0.190
C 3.15 -0.70 -0.43 -0.305
C 4.66 -0.87 -0.70 -0.184
C 5.05 -2.29 -1.12 -0.205
C 4.40 -3.28 -0.18 -0.204
C 2.89 -3.32 -0.44 -0.177
C 2.26 -1.94 -0.73 -0.172
C 2.87 2.16 -0.19 -0.368
C 1.90 3.35 -0.33 -0.211
C 2.25 4.41 0.71 -0.161
C 3.70 4.91 0.56 -0.181
C 4.50 4.10 -0.47 -0.210
C 4.35 2.60 -0.22 -0.168
H 4.13 1.19 -2.83 0.106
H 2.87 3.11 -3.29 0.105
H 1.33 2.28 -3.18 0.106
H 2.20 3.06 -5.54 0.109
H 1.42 1.50 -5.40 0.114
H 4.44 1.89 -5.24 0.109
H 3.60 1.39 -6.70 0.101
H 4.61 -0.44 -5.04 0.104
H 3.10 -0.75 -5.86 0.105
H 3.25 -1.16 -3.27 0.087
H 1.79 -0.43 -3.91 0.114
H 3.02 -0.47 0.63 0.089
H 5.20 -0.65 0.23 0.116
H 5.03 -0.15 -1.43 0.083
H 6.14 -2.38 -1.11 0.107
H 4.72 -2.49 -2.15 0.106
H 4.60 -2.97 0.85 0.115
H 4.82 -4.28 -0.30 0.104
H 2.38 -3.79 0.41 0.065
H 2.71 -3.97 -1.30 0.109
H 1.34 -1.82 -0.16 0.096
H 1.93 -1.91 -1.77 0.078
H 2.66 1.72 0.79 -0.019
H 0.87 3.00 -0.20 0.037
H 1.93 3.78 -1.33 0.107
H 2.11 3.96 1.70 0.084
H 1.54 5.24 0.64 0.112
H 4.22 4.85 1.52 0.105
H 3.72 5.96 0.27 0.101
H 5.55 4.38 -0.44 0.105
H 4.15 4.33 -1.48 0.102
H 4.81 2.35 0.75 0.117
H 4.93 2.05 -0.97 0.083
F -0.59 5.31 -1.46 0.129
B -1.45 4.22 -1.56 -1.247
F -2.81 4.64 -1.36 0.065
F -1.36 3.61 -2.82 0.099
F -1.14 3.26 -0.55 -0.007
```

Output
Net charge: -1
Molar mass in g/mol: 1473.07
HOMO level in eV: -3.62
Strongest force on any atom in eV Å⁻¹: 0.440
Spin multiplicity: 1



(3)
Formula: C23H44NOP3Y
Source: OMol25
Level of theory: the ωB97M-V functional and the def2-TZVPD basis

The geometry in XYZ format:
```
73
Properties=species:S:1:pos:R:3:lowdin_charge:R:1
Y 0.00 0.41 0.15 0.983
P -2.26 2.15 0.59 0.700
P -1.39 -1.15 2.34 0.750
P -1.70 -1.52 -1.15 0.717
H 5.95 0.78 -4.83 0.066
C 5.06 0.71 -5.46 -0.062
C 4.12 1.67 -5.50 -0.089
H 4.21 2.60 -4.92 0.062
C -1.92 3.80 1.31 -0.270
C -3.78 1.69 1.51 -0.255
C -2.98 2.61 -1.05 -0.263
C -0.42 -2.69 2.64 -0.271
C -1.22 -0.37 3.99 -0.268
C -3.11 -1.79 2.47 -0.238
C -1.39 -1.12 -2.91 -0.268
C -3.53 -1.71 -1.17 -0.252
C -1.14 -3.27 -1.08 -0.254
H 4.96 -0.17 -6.12 0.065
H 3.24 1.56 -6.14 0.051
H -1.18 4.35 0.71 0.051
H -1.54 3.72 2.33 0.040
H -2.86 4.38 1.33 0.067
H -3.55 1.44 2.55 0.039
H -4.28 0.83 1.04 0.041
H -4.46 2.55 1.49 0.070
H -2.19 2.89 -1.75 0.046
H -3.65 3.47 -0.90 0.067
H -3.55 1.78 -1.49 0.044
H -0.84 -3.28 3.47 0.070
H 0.61 -2.40 2.88 0.018
H -0.39 -3.30 1.73 0.027
H -1.83 -0.90 4.74 0.075
H -1.55 0.68 3.95 0.035
H -0.18 -0.38 4.30 0.008
H -3.12 -2.85 2.77 0.069
H -3.63 -1.71 1.51 0.002
H -3.70 -1.23 3.21 0.060
H -2.01 -1.77 -3.54 0.067
H -0.33 -1.26 -3.16 0.026
H -1.65 -0.07 -3.10 0.048
H -3.88 -1.99 -2.17 0.068
H -4.00 -0.75 -0.90 0.027
H -3.85 -2.48 -0.45 0.047
H -1.34 -3.79 -2.03 0.070
H -1.66 -3.79 -0.26 0.049
H -0.06 -3.27 -0.88 0.030
C 2.22 0.11 -2.32 -0.328
C 3.13 -0.96 -2.45 0.058
C 3.12 -1.65 -3.66 -0.006
C 2.32 -1.21 -4.72 0.004
C 1.69 0.04 -4.65 -0.059
C 1.83 0.79 -3.49 0.013
O 1.62 0.39 -1.18 -0.275
H 1.01 -1.29 0.47 -0.035
H 3.69 -1.27 -1.56 0.142
H 3.77 -2.52 -3.79 0.138
H 2.25 -1.79 -5.65 0.147
H 1.19 0.44 -5.54 0.141
H 1.53 1.82 -3.36 0.139
N 1.84 1.53 1.35 0.065
C 1.91 1.11 2.70 -0.276
C 2.39 -0.17 2.97 -0.013
C 2.50 -0.60 4.30 -0.007
C 2.15 0.26 5.35 0.023
C 1.61 1.53 5.06 0.000
C 1.48 1.96 3.73 0.017
H 2.63 1.23 0.76 0.125
H 1.69 2.53 1.19 0.131
H 2.70 -0.82 2.15 0.117
H 2.93 -1.58 4.52 0.143
H 2.33 -0.04 6.39 0.152
H 1.36 2.20 5.88 0.143
H 1.10 2.96 3.50 0.136
```

Output
Energy relative to the best compared isomer or geometry (same formula, charge and spin) in kJ/mol: 152.64
Net charge: +3
Molar mass in g/mol: 532.44
HOMO level (spin up / spin down) in eV: -16.17 / -16.15
Strongest force on any atom in eV Å⁻¹: 2.913
Spin multiplicity: 1



- Number 1 is which compound?
  C6H10



- The highest molar mass belongs to which entry?
  C46H62BF4N3OP3PbSe2Te2